Computed, not measured: a 8-piece molecular cluster, C17H29Cl6N3O9 overall, with ωB97M-V/def2-TZVPD.

Properties
multiplicity = 1
highest occupied orbital energy = -10.7 eV
energy relative to the best compared isomer or geometry (same formula, charge and spin) = 2.1 kcal per mole
Kohn-Sham gap = 11.02 eV
SMILES = COC(=O)OC.COC(=O)OC.COC(=O)OC.ClC(Cl)Cl.ClC(Cl)Cl.CC#N.CC#N.CC#N
total energy = -4267.71750 hartree

CARTESIAN COORDINATES (ANGSTROEM)
C -0.04 -3.06 2.16
O -1.17 -2.51 1.55
C -1.96 -3.40 0.98
O -1.81 -4.57 0.95
O -3.00 -2.74 0.46
C -3.91 -3.56 -0.23
H 0.73 -2.30 2.18
H 0.34 -3.91 1.59
H -0.14 -3.43 3.18
H -3.45 -4.12 -1.04
H -4.67 -2.98 -0.75
H -4.46 -4.19 0.46
C 8.44 -1.66 -0.50
O 7.18 -1.97 0.07
C 6.20 -1.08 -0.12
O 6.33 -0.01 -0.63
O 5.07 -1.60 0.33
C 3.94 -0.71 0.30
H 8.64 -0.59 -0.56
H 8.47 -2.02 -1.54
H 9.18 -2.17 0.11
H 3.06 -1.29 0.58
H 3.81 -0.37 -0.72
H 4.01 0.07 1.05
C -4.58 1.37 1.65
O -4.63 2.75 1.92
C -3.61 3.50 1.55
O -2.61 3.14 1.03
O -3.94 4.74 1.80
C -2.85 5.67 1.65
H -5.61 1.03 1.59
H -4.09 0.82 2.46
H -4.06 1.11 0.72
H -2.26 5.37 0.79
H -2.27 5.67 2.58
H -3.28 6.65 1.52
Cl 1.17 -2.57 -1.44
C 1.32 -1.26 -2.63
Cl -0.16 -1.08 -3.56
Cl 2.69 -1.60 -3.69
H 1.51 -0.34 -2.09
Cl -3.19 0.24 -5.06
C -4.23 0.38 -3.65
Cl -3.93 1.84 -2.68
Cl -4.24 -1.07 -2.65
H -5.23 0.56 -4.03
C 2.45 3.16 -4.06
C 1.31 2.68 -3.28
N 0.39 2.32 -2.68
H 3.36 3.03 -3.48
H 2.27 4.21 -4.25
H 2.52 2.58 -4.98
C -0.28 -0.48 4.26
C 0.51 -1.15 5.29
N 1.12 -1.69 6.11
H 0.29 -0.38 3.34
H -0.52 0.49 4.68
H -1.19 -1.04 4.08
C -1.29 0.51 -0.62
C 0.08 0.76 -0.20
N 1.15 0.94 0.16
H -1.41 -0.33 -1.29
H -1.72 1.42 -1.02
H -1.77 0.28 0.34